1.
Molecular formula: C56H71ClN3O5P2PbSSb
Method: DFT, wB97M-V/def2-TZVPD

The geometry in ORCA input format:
```
! RIJCOSX wB97M-V def2-TZVPD def2/J DEFGRID3
* xyz 2 1
Pb 0.49 -0.48 0.19
C 3.92 1.84 1.35
N 3.82 0.97 2.47
C 3.94 -0.44 2.24
P 2.26 -1.31 2.17
C 2.66 -3.05 1.88
C 1.77 -4.00 2.40
C 1.92 -5.34 2.06
C 2.93 -5.73 1.20
C 3.81 -4.79 0.68
C 3.68 -3.45 1.02
C 1.72 -1.26 3.90
C 2.36 -2.03 4.86
C 1.90 -2.02 6.17
C 0.81 -1.23 6.52
C 0.19 -0.44 5.56
C 0.64 -0.45 4.25
C 3.50 1.46 3.73
C 3.96 0.82 4.89
C 3.69 1.36 6.13
C 2.97 2.54 6.25
C 2.51 3.19 5.10
C 2.78 2.66 3.86
P 2.44 1.93 0.11
C 1.49 3.45 0.50
C 0.42 3.30 1.38
C -0.39 4.38 1.69
C -0.16 5.61 1.09
C 0.89 5.76 0.19
C 1.71 4.68 -0.11
C 3.45 2.43 -1.33
C 3.22 1.85 -2.57
C 4.04 2.15 -3.65
C 5.08 3.05 -3.50
C 5.31 3.65 -2.27
C 4.50 3.34 -1.19
H 4.72 1.49 0.70
H 4.14 2.85 1.70
H 4.50 -0.93 3.04
H 4.43 -0.62 1.29
H 0.98 -3.69 3.07
H 1.24 -6.07 2.47
H 3.04 -6.77 0.93
H 4.60 -5.10 0.01
H 4.37 -2.73 0.61
H 3.20 -2.66 4.59
H 2.39 -2.63 6.92
H 0.44 -1.24 7.53
H -0.67 0.17 5.83
H 0.14 0.14 3.49
H 4.56 -0.08 4.83
H 4.08 0.87 7.02
H 2.77 2.96 7.22
H 1.96 4.11 5.18
H 2.40 3.17 2.98
H 0.21 2.33 1.82
H -1.21 4.26 2.38
H -0.79 6.46 1.33
H 1.07 6.72 -0.28
H 2.52 4.82 -0.81
H 2.42 1.13 -2.67
H 3.87 1.67 -4.60
H 5.71 3.29 -4.35
H 6.13 4.35 -2.15
H 4.70 3.82 -0.24
C -5.39 -2.50 0.08
C -4.70 -3.31 1.17
N -3.27 -3.53 0.88
C -2.88 -4.92 0.64
C -3.34 -5.46 -0.71
C -2.40 -2.51 1.01
S -0.76 -2.84 0.49
N -2.91 -1.39 1.52
C -2.39 -0.22 1.84
O -1.26 0.26 1.53
C -3.28 0.67 2.63
C -4.67 0.50 2.65
C -5.47 1.40 3.33
C -4.90 2.46 4.02
C -3.52 2.62 4.03
C -2.72 1.74 3.33
H -6.45 -2.43 0.28
H -5.25 -2.97 -0.89
H -4.97 -1.49 0.04
H -5.17 -4.28 1.25
H -4.78 -2.79 2.13
H -3.33 -5.51 1.44
H -1.80 -5.00 0.73
H -4.39 -5.24 -0.88
H -3.23 -6.54 -0.71
H -2.74 -5.05 -1.51
H -5.10 -0.33 2.11
H -6.54 1.27 3.32
H -5.53 3.17 4.55
H -3.07 3.43 4.59
H -1.65 1.87 3.31
O 3.44 -1.46 -3.11
Cl 2.52 -1.65 -2.05
O 2.21 -3.01 -1.81
O 3.00 -1.02 -0.83
O 1.26 -0.95 -2.39
C 1.06 0.07 -5.89
C -0.04 1.03 -5.50
C 0.49 2.39 -5.09
C -1.11 1.15 -6.56
Sb -1.00 0.11 -3.62
C -2.48 1.64 -2.69
C -3.34 2.19 -3.81
C -3.30 0.89 -1.65
C -1.62 2.70 -2.04
C -1.93 -1.94 -4.10
C -2.70 -1.80 -5.40
C -0.77 -2.91 -4.22
C -2.84 -2.29 -2.95
H 1.63 0.49 -6.72
H 0.67 -0.89 -6.22
H 1.76 -0.11 -5.07
H 1.00 2.83 -5.96
H 1.21 2.32 -4.28
H -0.31 3.07 -4.81
H -0.66 1.64 -7.44
H -1.95 1.78 -6.24
H -1.50 0.19 -6.89
H -3.84 1.40 -4.37
H -2.76 2.80 -4.50
H -4.12 2.82 -3.38
H -4.06 0.26 -2.12
H -3.82 1.61 -1.01
H -2.68 0.27 -1.01
H -0.93 3.17 -2.74
H -1.04 2.29 -1.21
H -2.26 3.48 -1.63
H -2.04 -1.63 -6.25
H -3.44 -1.00 -5.35
H -3.24 -2.73 -5.59
H -0.08 -2.65 -5.02
H -1.17 -3.91 -4.43
H -0.20 -2.98 -3.29
H -3.68 -1.60 -2.87
H -2.30 -2.31 -2.00
H -3.25 -3.29 -3.12
*
```

Computed properties:
**HOMO (alpha / beta)**: -12.26 / -12.20 eV
**HOMO-LUMO gap (alpha / beta)**: 5.92 / 4.42 eV


2.
Molecular formula: HNO3P2
Method: DFT, wB97M-V/def2-TZVPD

The geometry in ORCA input format:
```
! RIJCOSX wB97M-V def2-TZVPD def2/J DEFGRID3
* xyz 0 1
N 2.38 -2.08 -1.39
O 3.06 -1.79 -2.26
O 0.80 0.42 -1.30
O 0.32 -1.40 -3.07
P 0.50 -1.39 -1.63
P -0.71 0.70 -0.73
H -0.29 1.29 0.66
*
```

Computed properties:
**HOMO (alpha / beta)**: -8.24 / -8.23 eV
**HOMO-LUMO gap (alpha / beta)**: 5.43 / 5.41 eV
**Structure (SMILES)**: O=N[P@]1(=O)OP1


3.
Molecular formula: C18H18F4N2O4
Method: DFT, wB97M-V/def2-TZVPD

The geometry in ORCA input format:
```
! RIJCOSX wB97M-V def2-TZVPD def2/J DEFGRID3
* xyz 0 1
O -4.06 -3.11 0.44
C -3.42 -2.17 0.06
N -3.86 -0.90 -0.11
C -5.14 -0.38 0.13
C -6.20 -1.16 0.61
C -7.43 -0.58 0.81
C -7.65 0.77 0.55
C -6.59 1.52 0.08
C -5.34 0.97 -0.14
H -4.54 1.59 -0.52
F -6.77 2.83 -0.19
H -8.61 1.23 0.71
H -8.25 -1.18 1.19
H -6.04 -2.20 0.81
H -3.19 -0.24 -0.46
C -1.94 -2.34 -0.31
H -1.42 -2.82 0.53
H -1.88 -3.00 -1.18
O -1.29 -1.11 -0.64
C -0.18 -0.79 0.04
O 0.31 -1.46 0.90
C 0.40 0.52 -0.48
H -0.40 1.07 -0.98
C 1.49 0.16 -1.51
C 2.81 -0.15 -0.82
N 3.29 1.02 -0.11
C 4.56 1.13 0.27
C 5.58 0.25 0.05
C 6.89 0.59 0.51
O 7.24 1.59 1.09
C 7.93 -0.51 0.18
F 9.17 -0.21 0.57
F 7.61 -1.69 0.76
F 7.98 -0.76 -1.15
H 5.45 -0.70 -0.44
H 4.82 2.04 0.79
C 2.30 2.01 0.25
C 1.01 1.32 0.68
H 0.30 2.06 1.05
H 1.24 0.63 1.50
H 2.69 2.62 1.07
H 2.11 2.68 -0.60
H 3.55 -0.44 -1.56
H 2.67 -0.98 -0.12
H 1.18 -0.70 -2.10
H 1.62 1.00 -2.20
*
```

Computed properties:
**HOMO**: -8.68 eV
**HOMO-LUMO gap**: 8.75 eV
**Structure (SMILES)**: O=C(COC(=O)C1CCN(/C=C/C(=O)C(F)(F)F)CC1)Nc1cccc(F)c1


4.
Molecular formula: C25H39F4NO20S3
Method: DFT, wB97M-V/def2-TZVPD

The geometry in ORCA input format:
```
! RIJCOSX wB97M-V def2-TZVPD def2/J DEFGRID3
* xyz 0 1
C 14.53 22.23 18.87
N 14.51 22.84 20.26
O 14.33 22.07 21.23
O 14.72 24.08 20.37
H 13.86 21.38 18.90
H 15.54 22.00 18.54
H 14.27 23.04 18.19
C 7.47 17.79 19.62
C 7.14 17.66 21.07
C 5.60 17.92 21.23
S 5.34 19.43 20.18
O 5.88 20.56 20.91
O 3.98 19.46 19.63
C 6.58 18.90 18.93
H 7.24 16.77 19.29
H 8.54 17.89 19.44
H 7.69 18.37 21.68
H 7.42 16.69 21.49
H 5.24 18.18 22.22
H 4.97 17.10 20.89
H 6.97 19.75 18.38
H 5.94 18.49 18.14
C 10.78 17.19 17.73
C 11.80 16.71 16.65
C 13.13 16.86 17.26
S 12.96 18.58 17.97
O 13.15 19.63 16.97
O 13.61 18.75 19.23
C 11.18 18.58 18.21
H 10.74 16.53 18.60
H 9.77 17.15 17.31
H 11.72 17.21 15.69
H 11.52 15.69 16.38
H 14.01 16.78 16.63
H 13.12 16.22 18.14
H 10.72 19.37 17.62
H 11.00 18.74 19.27
C 8.31 14.02 19.35
C 8.71 12.67 19.79
C 9.12 11.80 18.51
S 9.44 12.91 17.15
O 8.99 12.34 15.87
O 10.85 13.42 17.30
C 8.29 14.16 17.77
H 9.15 14.67 19.59
H 7.46 14.41 19.91
H 7.89 12.09 20.21
H 9.53 12.64 20.50
H 8.31 11.18 18.12
H 9.88 11.02 18.61
H 7.27 13.84 17.58
H 8.60 15.10 17.32
C 10.97 21.96 19.71
C 9.61 22.32 20.11
O 9.19 21.14 20.77
C 10.30 20.52 21.21
O 10.26 19.70 22.11
O 11.34 21.19 20.81
F 8.70 22.66 19.17
H 11.62 22.83 19.63
H 10.94 21.38 18.78
H 9.64 23.09 20.87
C 15.92 17.40 20.91
C 16.81 17.77 19.79
O 16.47 16.84 18.84
C 15.81 15.77 19.42
O 15.50 14.73 18.81
O 15.68 16.02 20.75
F 18.07 17.57 20.12
H 14.98 17.93 20.77
H 16.36 17.61 21.88
H 16.73 18.80 19.46
C 13.06 14.14 21.20
C 13.33 14.75 22.56
O 12.93 16.08 22.30
C 12.17 16.15 21.25
O 11.59 17.15 20.86
O 12.13 14.99 20.61
F 14.58 14.86 23.00
H 12.67 13.14 21.38
H 14.02 14.03 20.69
H 12.69 14.44 23.39
C 14.53 15.13 12.64
C 14.89 16.48 13.20
O 15.73 16.14 14.32
C 15.81 14.81 14.46
O 16.36 14.16 15.40
O 15.25 14.23 13.38
F 13.76 17.10 13.67
H 14.84 15.00 11.60
H 13.46 14.97 12.77
H 15.48 17.22 12.65
*
```

Computed properties:
**HOMO**: -10.28 eV
**HOMO-LUMO gap**: 10.17 eV
**Structure (SMILES)**: O=C1OC[C@@H](F)O1.O=C1OC[C@@H](F)O1.O=C1OC[C@@H](F)O1.O=C1OC[C@@H](F)O1.C[N+](=O)[O-].O=S1(=O)CCCC1.O=S1(=O)CCCC1.O=S1(=O)CCCC1